Below is an isolated molecule of C22H22N6O at a distorted geometry, with properties calculated with ωB97M-V with the def2-TZVPD basis set.

Values from the calculation:
Kohn-Sham gap   7.92 eV
HOMO   -8.131 eV
Relative energy (zero: lowest compared OMol25 entry of this formula, charge and spin)   99.8 kJ/mol
Max |F|   1.07 eV/Å
Charge   0

Cartesian coordinates (Å):
1 C -5.00 -3.73 -0.10
2 C -4.51 -2.31 -0.14
3 C -5.37 -1.31 -0.63
4 C -5.00 0.01 -0.70
5 C -5.93 1.05 -1.23
6 C -3.70 0.37 -0.25
7 C -3.22 1.69 -0.22
8 C -1.94 1.97 0.23
9 C -1.60 3.33 0.33
10 N -1.42 4.46 0.41
11 C -1.11 0.87 0.64
12 N 0.17 1.02 1.08
13 C 0.98 2.19 0.80
14 C 2.41 1.84 0.36
15 C 2.46 0.65 -0.61
16 N 2.61 -0.60 0.09
17 C 3.79 -1.18 0.41
18 O 3.86 -2.15 1.15
19 C 5.06 -0.62 -0.15
20 C 6.21 -0.67 0.65
21 N 7.38 -0.28 0.20
22 C 7.45 0.16 -1.05
23 C 6.32 0.20 -1.85
24 N 5.13 -0.18 -1.40
25 C 1.41 -1.11 0.72
26 C 0.80 -0.11 1.72
27 N -1.58 -0.36 0.66
28 C -2.82 -0.63 0.25
29 C -3.26 -1.97 0.30
30 H -5.26 -4.06 -1.11
31 H -4.24 -4.39 0.30
32 H -5.89 -3.80 0.52
33 H -6.35 -1.60 -0.97
34 H -5.50 1.56 -2.08
35 H -6.87 0.59 -1.55
36 H -6.16 1.79 -0.46
37 H -3.85 2.51 -0.53
38 H 0.51 2.74 -0.02
39 H 1.02 2.85 1.67
40 H 3.04 1.62 1.22
41 H 2.82 2.73 -0.12
42 H 3.30 0.76 -1.30
43 H 1.54 0.60 -1.20
44 H 6.16 -1.05 1.66
45 H 8.42 0.47 -1.40
46 H 6.35 0.55 -2.87
47 H 0.66 -1.33 -0.04
48 H 1.68 -2.03 1.24
49 H 0.03 -0.64 2.29
50 H 1.56 0.25 2.41
51 H -2.57 -2.71 0.68